1.
The following is a quantum chemistry calculation of a 2-piece molecular cluster, C5H16N2O2 overall, from the Open Molecules 2025 dataset.

Each line ends with the Löwdin charge.
Positions of all 25 atoms, in Å:
1 N -1.4653 1.2738 -0.3281  0.083
2 C -1.1567 0.0212 -0.9088  -0.350
3 C -2.5547 -0.6691 -1.3165  -0.005
4 C -0.4384 -1.0189 0.1059  -0.098
5 N 0.7012 -1.3603 -0.7143  0.102
6 C 1.9704 -1.2034 -0.0413  -0.126
7 C 2.3282 0.2839 -0.0643  -0.211
8 O 1.8743 0.9501 1.1038  -0.072
9 H -2.3755 1.3230 0.1110  0.105
10 H -1.2818 2.1469 -0.8089  0.117
11 H -0.4740 0.1007 -1.7435  0.134
12 H -2.4719 -1.7401 -1.3581  0.072
13 H -3.2498 -0.4740 -0.4800  0.089
14 H -2.8175 -0.0260 -2.1596  0.092
15 H -0.9416 -1.8124 0.6535  0.154
16 H -0.1070 -0.4424 0.9639  0.099
17 H 0.5673 -2.1654 -1.3327  0.184
18 H 1.9725 -1.4673 1.0578  0.168
19 H 2.7689 -1.8250 -0.4356  0.136
20 H 3.4188 0.4145 -0.0520  0.135
21 H 2.0987 0.8106 -0.9892  0.130
22 H 1.2170 1.6449 0.9650  0.069
23 H -0.3354 1.6744 1.9700  -0.013
24 H 0.6621 1.4398 3.0927  0.052
25 O 0.0903 2.1205 2.7092  -0.044

Calculated values
Multiplicity: 2
Energy relative to the best compared isomer or geometry (same formula, charge and spin) (kcal/mol): 16.00
Gap between HOMO and LUMO (spin up / spin down) (eV): 11.136 / 5.751
<S²>: 0.755
Total charge: +1


2.
The following is a quantum chemistry calculation of C19H18CoN3SSb as an isolated structure, from the Open Molecules 2025 dataset.

Each line ends with the Löwdin charge.
Positions of all 43 atoms, in Å:
1 Co 0.0117 -0.1081 0.5313  0.151
2 C 3.0128 -0.2431 2.2038  -0.006
3 C 3.0519 -0.3223 0.7118  -0.282
4 C 4.2316 -0.5484 0.0060  0.003
5 C 4.2017 -0.6508 -1.3710  -0.032
6 C 2.9871 -0.5210 -2.0370  -0.102
7 C 1.8539 -0.2778 -1.2877  -0.410
8 N 1.8989 -0.1786 0.0516  -0.023
9 Sb 0.0084 0.1930 -2.3507  1.550
10 C -0.0139 2.0898 -1.3466  -0.409
11 C -0.0353 3.3555 -1.8950  -0.082
12 C -0.0518 4.4446 -1.0336  -0.035
13 C -0.0462 4.2280 0.3315  -0.002
14 C -0.0235 2.9278 0.8251  -0.282
15 C -0.0145 2.6334 2.2918  -0.004
16 N -0.0080 1.8845 -0.0162  0.002
17 C -1.8266 -0.3163 -1.2884  -0.410
18 C -2.9536 -0.5878 -2.0373  -0.102
19 C -4.1652 -0.7422 -1.3712  -0.032
20 C -4.1987 -0.6338 0.0051  0.003
21 C -3.0252 -0.3769 0.7105  -0.282
22 C -2.9897 -0.2839 2.2019  -0.007
23 N -1.8750 -0.2113 0.0505  -0.023
24 H 4.0024 -0.3842 2.6315  0.088
25 H 2.3428 -1.0059 2.6030  0.074
26 H 2.6310 0.7265 2.5226  0.072
27 H 5.1597 -0.6517 0.5504  0.122
28 H 5.1122 -0.8330 -1.9264  0.120
29 H 2.9264 -0.6086 -3.1137  0.097
30 H -0.0402 3.4915 -2.9677  0.105
31 H -0.0692 5.4527 -1.4265  0.119
32 H -0.0590 5.0566 1.0257  0.121
33 H -0.0503 3.5459 2.8823  0.089
34 H 0.8844 2.0783 2.5595  0.068
35 H -0.8670 2.0082 2.5571  0.067
36 H -2.8904 -0.6790 -3.1135  0.097
37 H -5.0710 -0.9478 -1.9263  0.120
38 H -5.1247 -0.7558 0.5493  0.122
39 H -3.9664 -0.4901 2.6327  0.088
40 H -2.6784 0.7138 2.5117  0.074
41 H -2.2665 -0.9938 2.6056  0.074
42 S 0.0558 -3.2269 1.5068  0.784
43 C 0.0304 -1.7396 1.1003  -0.685

Calculated values
Gap between HOMO and LUMO (spin up / spin down) (eV): 7.893 / 7.734
Total charge: +1


3.
The following is a quantum chemistry calculation of one molecule with the formula C2H3F2NO5S, from the Open Molecules 2025 dataset.

Each line ends with the Löwdin charge.
Positions of all 14 atoms, in Å:
1 C 0.1237 -0.1609 0.0890  -0.021
2 O -0.5544 -0.1124 -1.1004  0.023
3 C -1.7984 0.1078 -0.9401  -0.577
4 O -2.6453 0.1978 -0.1185  0.211
5 N -2.4055 0.3527 -2.3349  -0.082
6 F -3.7423 0.3066 -2.4239  0.134
7 F -1.9605 -0.5313 -3.3828  0.065
8 S -1.4460 2.1070 -2.5164  0.603
9 O -0.3310 1.5762 -3.2271  -0.227
10 O -2.3430 2.8883 -3.3049  -0.235
11 O -1.4614 2.2505 -1.0632  -0.236
12 H 1.1769 -0.0798 -0.0323  0.104
13 H -0.2022 -1.0610 0.7809  0.163
14 H -0.1506 0.7104 0.5729  0.075

Calculated values
Structure (SMILES): COC(=O)[N+](F)(F)S(=O)(=O)[O-]
Energy relative to the best compared isomer or geometry (same formula, charge and spin) (kcal/mol): 19.51
Gap between HOMO and LUMO (eV): 11.480
Total charge: 0


4.
The following is a quantum chemistry calculation of one molecule with the formula C4H7NO, from the Open Molecules 2025 dataset.

Each line ends with the Löwdin charge.
Positions of all 13 atoms, in Å:
1 C 1.0091 -1.0589 -0.0675  -0.103
2 C 0.9639 0.4605 -0.0228  -0.224
3 N -0.2931 1.3494 0.6149  0.014
4 C -1.1385 0.7530 -0.3500  -0.278
5 C -2.1748 -0.0763 -0.1036  -0.160
6 O -2.7953 -0.9756 0.3323  0.128
7 H 0.6018 -1.4997 0.8418  0.078
8 H 0.4333 -1.4437 -0.9077  0.069
9 H 2.0442 -1.3774 -0.1994  0.075
10 H 1.1923 0.9143 -0.9857  0.100
11 H 1.7315 0.8263 0.6595  0.091
12 H -0.4737 0.9369 1.5288  0.096
13 H -1.1007 1.1912 -1.3406  0.113

Calculated values
Structure (SMILES): CCNC=C=O
Energy relative to the best compared isomer or geometry (same formula, charge and spin) (kcal/mol): 80.86
Gap between HOMO and LUMO (eV): 8.690
Total charge: 0